Molecular formula: C46H30BBrF2N6OS2SbSe4W
Method: DFT, the ωB97M-V functional and the def2-TZVPD basis

ΔE to the lowest compared entry with this formula, charge and spin = 0.0 kJ/mol
orbital gap = 5.9 eV
net charge = +1

```
95
Properties=species:S:1:pos:R:3:forces:R:3:mulliken_charge:R:1
W -2.147 1.240 1.055 0.2275 -0.1236 -1.0764 0.197
S -6.198 -2.722 0.089 -0.0455 -0.0283 0.0088 0.101
C -7.480 -3.708 -0.447 -0.0275 -0.0157 -0.0143 -0.409
C -8.023 -3.247 -1.607 -0.0811 -0.0600 -0.0403 -0.657
C -7.387 -2.069 -2.072 0.0553 -0.0022 0.0332 -0.643
C -6.367 -1.658 -1.256 -0.0694 0.0482 -0.1217 0.510
C -5.513 -0.475 -1.414 -0.2130 -0.0841 -0.1428 0.166
C -4.466 -0.258 -0.516 0.0750 -0.1065 0.2015 1.146
N -3.661 0.792 -0.532 -0.3749 -0.1217 -0.2143 0.752
C -3.856 1.711 -1.508 0.0492 0.2786 -0.1399 -0.552
C -4.868 1.583 -2.466 -0.0348 -0.0959 0.0376 0.833
C -5.016 2.596 -3.471 -0.0035 0.0756 -0.0753 -1.213
C -4.192 3.661 -3.506 -0.0486 -0.0018 -0.0407 -1.212
C -3.143 3.810 -2.539 0.0410 -0.0321 0.0799 0.936
C -2.262 4.895 -2.547 0.0444 0.0433 -0.0231 -1.089
C -1.279 4.978 -1.587 0.1218 0.1614 -0.0116 0.171
C -1.206 3.946 -0.637 0.0177 0.0337 0.0529 -0.450
N -2.012 2.900 -0.609 0.0489 -0.1672 -0.1477 1.437
C -2.979 2.835 -1.549 -0.2595 -0.0508 -0.1694 -0.321
C -0.323 6.090 -1.521 -0.1467 -0.0001 -0.1249 0.585
C -0.387 7.290 -2.180 0.0311 -0.0550 0.0841 -0.532
C 0.711 8.136 -1.886 -0.0423 0.0943 -0.0748 -0.660
C 1.590 7.567 -1.016 0.0143 0.0217 -0.0065 -0.416
S 1.088 6.010 -0.541 0.0681 -0.0374 0.0520 -0.050
C -5.708 0.467 -2.402 0.0146 0.0475 0.0191 -1.024
H -7.769 -4.578 0.125 0.0242 0.0589 -0.0311 0.442
H -8.849 -3.729 -2.112 0.0511 0.0308 0.0297 0.404
H -7.682 -1.559 -2.979 0.0291 -0.0121 0.0407 0.378
H -4.294 -0.977 0.266 0.0095 -0.0078 -0.0042 -1.084
H -5.810 2.485 -4.199 0.0225 -0.0034 0.0206 0.480
H -4.305 4.428 -4.262 -0.0083 -0.0370 0.0214 0.487
H -2.361 5.655 -3.314 0.0096 -0.0314 0.0389 0.461
H -0.468 4.005 0.144 0.0856 0.0297 0.0635 0.061
H -1.199 7.576 -2.835 0.0269 -0.0201 0.0284 0.377
H 0.836 9.127 -2.298 0.0017 -0.0422 0.0221 0.410
H 2.501 7.990 -0.621 -0.0474 -0.0410 -0.0128 0.431
H -6.507 0.366 -3.127 0.0098 -0.0104 0.0219 0.431
C 11.479 -4.603 -0.384 -0.0276 -0.0058 0.0156 -0.846
O 10.483 -4.985 0.556 0.1037 -0.0057 -0.0254 -0.459
C 9.281 -4.383 0.484 -0.0051 -0.0522 0.0444 0.972
C 8.937 -3.420 -0.460 -0.0614 0.0713 -0.0478 -0.440
C 7.666 -2.868 -0.440 0.0416 -0.0160 -0.0061 -0.794
C 6.725 -3.258 0.507 0.0001 0.0167 -0.0054 0.374
C 7.086 -4.228 1.448 0.0029 -0.0330 0.0257 -0.450
C 8.345 -4.785 1.440 -0.0363 0.0093 0.0086 -0.845
C 5.400 -2.640 0.484 -0.0755 -0.0100 0.0674 0.248
N 4.986 -1.765 -0.404 -0.0332 0.0547 -0.0736 -0.825
C 3.695 -1.479 -0.048 0.0414 -0.0319 0.0603 0.602
C 3.320 -2.172 1.069 0.0284 -0.0400 0.0202 0.048
N 4.422 -2.916 1.412 0.0386 0.0353 -0.0660 -0.146
C 2.070 -1.959 1.709 0.0036 -0.0133 -0.0032 0.520
C 1.782 -2.470 2.983 -0.0583 0.0018 0.0644 -0.568
C 0.638 -2.071 3.613 0.0607 -0.0636 0.0528 -1.480
C -0.227 -1.209 2.936 0.0194 -0.0546 0.0164 -0.310
N -0.032 -0.793 1.702 0.0455 -0.0374 0.0086 0.805
C 1.120 -1.116 1.079 0.0512 -0.0373 -0.0003 -0.289
C 1.470 -0.463 -0.182 0.0689 -0.1826 0.0305 -0.314
N 0.591 0.313 -0.888 -0.5358 0.2170 -0.0124 -0.026
C 1.038 1.101 -1.868 0.0980 0.1117 -0.0704 -0.140
C 2.355 1.123 -2.295 0.0014 -0.0039 -0.0067 -1.362
C 3.225 0.231 -1.730 0.0177 0.0564 -0.0463 -0.323
C 2.790 -0.570 -0.668 0.0849 0.0329 -0.1154 0.470
H 12.359 -5.187 -0.138 0.0173 -0.0160 0.0070 0.240
H 11.713 -3.540 -0.298 -0.0042 -0.0009 0.0036 0.347
H 11.165 -4.831 -1.404 -0.0079 0.0023 0.0021 0.345
H 9.644 -3.095 -1.210 -0.0290 -0.0125 0.0298 0.405
H 7.394 -2.120 -1.172 -0.0208 0.0017 0.0119 0.464
H 6.389 -4.575 2.203 -0.0039 0.0434 -0.0416 0.242
H 8.632 -5.537 2.163 -0.0050 0.0235 -0.0247 0.421
H 4.517 -3.544 2.188 -0.0145 -0.0226 0.0242 0.178
H 2.486 -3.127 3.478 -0.0155 0.0117 -0.0128 0.418
H 0.398 -2.391 4.618 0.0095 0.0128 -0.0337 0.501
H -1.110 -0.844 3.436 -0.0808 0.0270 0.0513 0.591
H 0.295 1.710 -2.355 0.0213 0.0064 -0.0194 0.607
H 2.641 1.796 -3.092 0.0107 -0.0284 0.0343 0.491
H 4.253 0.137 -2.058 -0.0479 -0.0156 0.0216 0.608
Se -1.422 5.669 2.661 0.0669 0.0500 -0.0051 -0.455
Sb -2.039 3.458 3.235 -0.1856 0.7715 0.8668 0.664
Se -3.912 2.885 1.623 -0.0396 0.0660 -0.0465 -0.352
Se -0.163 2.129 1.812 0.3944 -0.0463 0.2857 -0.441
Se -2.053 2.205 5.230 -0.0104 0.0463 0.0798 -0.470
F -1.487 -0.994 -0.500 0.1895 -0.1653 -0.2714 -0.100
B -1.046 0.263 -0.850 0.4271 -0.2723 0.5488 1.299
F -1.432 0.617 -2.104 -0.2475 0.0932 -0.2235 -0.299
Br -5.777 -3.649 4.148 0.0079 -0.0070 -0.0157 -0.129
C -4.687 -2.307 3.400 0.0230 0.0683 0.0206 -0.114
C -3.715 -2.647 2.472 -0.0201 -0.0927 0.0783 -0.738
C -2.955 -1.650 1.894 0.1275 0.0537 -0.0660 0.199
C -3.113 -0.275 2.192 -0.2301 -0.4286 0.3118 0.764
C -4.095 -0.002 3.163 0.1695 0.0301 -0.0311 -0.779
C -4.867 -0.985 3.761 -0.0930 -0.0673 0.0774 -0.866
H -3.568 -3.682 2.192 0.0161 0.0300 -0.0063 0.500
H -2.229 -1.961 1.163 0.0568 -0.0416 -0.0156 0.281
H -4.263 1.012 3.476 -0.0652 0.1155 0.0609 0.381
H -5.612 -0.718 4.499 0.0325 0.0080 -0.0226 0.489
```
Forces are in eV/Å.

---

Molecular formula: C4H12N4
Method: DFT, the ωB97M-V functional and the def2-TZVPD basis

ΔE to the lowest compared entry with this formula, charge and spin = 190.3 kJ/mol
orbital gap = 9.4 eV

```
20
Properties=species:S:1:pos:R:3:forces:R:3:mulliken_charge:R:1
H 2.263 0.879 -0.919 0.3022 -0.4281 -0.0795 0.177
N 1.944 -0.081 -1.053 -0.5256 -0.2644 -0.0660 -0.818
C 1.543 -0.563 0.068 -0.5079 -0.0755 -0.7898 0.708
N 1.729 0.054 1.262 -0.0341 0.4547 1.3503 -0.419
N 0.827 -1.745 0.165 1.1826 0.6594 -0.6421 -0.193
N 0.596 -2.451 -1.044 -0.4773 0.0260 -0.0654 -0.680
H 2.434 0.780 1.254 -0.1725 -0.3203 0.2396 0.208
H 1.721 -0.556 2.070 0.1968 0.3450 -0.0082 0.208
H 0.302 -1.947 1.010 0.2550 -0.2811 -0.7047 0.244
H -0.262 -2.079 -1.460 0.0422 -0.0295 0.0891 0.263
H 1.311 -2.121 -1.710 -0.1100 -0.1925 0.6826 0.343
C -1.489 1.267 -1.326 0.1603 -0.7469 0.4313 -0.720
C -1.538 0.582 -0.177 0.6142 -0.8793 -0.9616 0.369
C -1.761 1.234 1.150 -0.0656 -0.2367 0.4958 -1.161
H -1.297 0.762 -2.268 0.0126 0.1206 0.1298 0.252
H -1.571 2.350 -1.351 -0.1946 -0.0923 0.0394 0.248
H -1.296 -0.539 -0.174 -0.6652 1.7813 -0.1290 0.035
H -2.737 1.727 1.193 0.1446 -0.0018 0.0041 0.389
H -1.738 0.478 1.942 -0.0144 0.2427 0.0017 0.297
H -0.980 1.970 1.368 -0.1430 -0.0811 -0.0172 0.249
```
Forces are in eV/Å.

---

Molecular formula: C4H22N3O5S
Method: DFT, the ωB97M-V functional and the def2-TZVPD basis

ΔE to the lowest compared entry with this formula, charge and spin = 0.0 kJ/mol
orbital gap = 7.3 eV
net charge = -1

```
35
Properties=species:S:1:pos:R:3:forces:R:3:mulliken_charge:R:1
C -0.806 1.162 -1.671 0.8610 -0.6436 0.0776 -1.249
N 0.173 0.397 -2.466 -0.6108 -0.1842 0.1191 -0.244
C -0.153 -1.006 -2.772 0.7518 0.4775 0.0202 -0.817
N 0.321 -2.024 -1.852 -0.6194 -0.3001 0.0890 -0.606
C -0.518 1.242 -0.143 -0.7721 0.1319 -0.7639 0.717
C 0.420 2.415 0.125 0.5426 -0.4241 0.6427 -0.889
S 0.852 2.594 1.901 0.0560 0.1493 -0.2107 -0.554
N -1.822 1.387 0.555 0.5013 -0.9725 0.3968 -0.519
H -0.788 2.161 -2.095 -0.3431 0.3924 0.1516 0.289
H -1.789 0.723 -1.857 -0.0448 0.1050 0.0332 0.468
H 1.100 0.444 -2.051 -0.0997 0.0326 -0.0237 0.282
H -1.240 -1.110 -2.926 0.3710 0.0851 0.0803 0.444
H 0.344 -1.194 -3.725 -0.1758 -0.2243 -0.1242 0.313
H -0.200 -2.045 -0.982 0.1322 0.0762 0.1062 0.332
H 1.294 -1.889 -1.618 0.1508 0.1182 0.0011 0.308
H -0.085 0.279 0.194 -0.0541 0.5162 -0.1372 -0.029
H -0.030 3.350 -0.213 -0.2106 -0.0275 -0.1314 0.358
H 1.340 2.277 -0.458 -0.1249 -0.0168 0.0092 0.254
H -2.245 2.270 0.327 -0.0303 0.4692 0.0621 0.216
H -1.600 1.377 1.554 -0.1529 0.4256 -0.2202 0.340
H 1.521 -2.293 1.374 0.0460 -0.0057 0.1018 0.364
H 1.700 -1.170 2.371 0.1956 -0.1705 -0.0893 0.462
O 2.225 -1.822 1.847 -0.3073 -0.1400 0.1165 -0.817
H 2.960 -0.808 0.700 0.0962 0.5408 -0.2431 0.435
H 3.219 0.713 0.427 -0.1772 0.0091 0.2265 0.282
O 3.268 -0.155 0.019 0.0533 -0.3161 -0.2286 -0.719
H -1.599 -1.857 1.044 0.4337 -0.0885 0.2568 0.387
H -0.493 -1.389 2.067 -0.2123 -0.2520 -0.2759 0.371
O -0.760 -2.129 1.479 -0.1132 0.1335 0.0010 -0.720
H -2.343 -1.177 -0.869 -0.0310 0.1002 -0.0321 0.298
H -2.746 -0.211 0.276 0.3067 -0.1812 -0.4071 0.497
O -2.846 -1.148 -0.050 -0.3829 0.1200 0.2118 -0.858
H 0.586 0.812 2.575 -0.0509 -0.3094 0.2992 0.078
H 0.314 -0.036 3.932 0.0139 0.1361 -0.0692 0.199
O 0.425 -0.142 2.982 0.0010 0.2375 -0.0460 -0.670
```
Forces are in eV/Å.

---

Molecular formula: C2H5NOS
Method: DFT, the ωB97M-V functional and the def2-TZVPD basis

ΔE to the lowest compared entry with this formula, charge and spin = 363.3 kJ/mol
orbital gap = 7.5 eV

```
10
Properties=species:S:1:pos:R:3:forces:R:3:mulliken_charge:R:1
C 2.569 0.757 1.358 -2.2028 2.2796 1.9063 0.595
C 0.707 -0.584 -0.453 0.4618 -0.2992 1.7206 -0.932
N -0.255 0.435 0.276 3.3602 1.4266 -0.9906 -0.333
O 1.758 1.612 1.597 1.8365 -2.0283 -1.4351 -0.470
S 3.738 -0.224 1.631 0.4919 -0.4084 -0.5761 -0.257
H 0.444 -1.470 0.180 0.4707 0.2844 -0.4723 0.241
H 0.326 -0.844 -1.440 -0.4294 0.5989 -0.1601 0.194
H -0.026 0.402 1.254 -0.8314 -0.5947 0.4885 0.357
H -1.122 0.305 -0.079 -3.9858 -1.0044 -0.0512 0.295
H -0.111 1.434 0.098 0.8281 -0.2545 -0.4302 0.309
```
Forces are in eV/Å.

---

Molecular formula: C13H17NO4S
Method: DFT, the ωB97M-V functional and the def2-TZVPD basis

ΔE to the lowest compared entry with this formula, charge and spin = 1.0 kJ/mol
orbital gap = 9.2 eV

```
36
Properties=species:S:1:pos:R:3:forces:R:3:mulliken_charge:R:1
C 3.313 3.455 -1.113 -0.0402 -0.3415 0.4054 -0.814
S 3.302 2.588 0.481 -0.0930 -0.2085 -0.1734 -0.087
C 2.762 0.947 -0.117 0.1800 0.5054 0.1563 -0.527
C 2.552 0.014 1.064 0.0453 -0.0558 -0.1214 -1.264
C 2.143 -1.403 0.611 -0.0425 0.1552 0.3636 0.138
N 0.939 -1.389 -0.180 0.1988 -0.0893 -0.3408 -0.223
C -0.265 -1.693 0.363 0.1781 0.0946 -0.3088 0.663
O -0.460 -1.848 1.543 -0.1557 -0.0683 0.4795 -0.648
O -1.201 -1.783 -0.602 0.1723 -0.0071 -0.1888 -0.384
C -2.550 -1.998 -0.169 -0.2632 -0.0754 0.2930 -1.017
C -3.284 -0.691 -0.027 0.1213 -0.1507 -0.0887 0.773
C -4.162 -0.258 -1.011 0.0492 -0.0634 0.0702 -0.546
C -4.812 0.958 -0.883 -0.0809 0.0652 -0.0710 -0.505
C -4.582 1.754 0.226 -0.0461 0.0613 -0.0309 -0.394
C -3.702 1.331 1.208 0.0300 0.0309 0.0610 -0.633
C -3.057 0.113 1.084 -0.0136 -0.0100 0.0409 -0.204
C 3.263 -2.031 -0.199 -0.3386 -0.0884 -0.2841 0.197
O 3.206 -2.254 -1.379 -0.0157 0.0002 -0.1592 -0.563
O 4.335 -2.289 0.545 0.4356 -0.0266 0.5519 -0.438
H 4.005 2.962 -1.791 0.0330 0.0629 -0.1200 0.258
H 3.644 4.470 -0.918 0.0231 0.1013 -0.0566 0.340
H 2.310 3.464 -1.530 -0.0244 0.0726 -0.1098 0.262
H 3.534 0.569 -0.791 -0.0513 -0.0562 -0.0627 0.326
H 1.833 1.085 -0.671 0.0220 -0.0919 -0.0409 0.339
H 3.468 -0.056 1.653 -0.0182 0.0107 0.0634 0.508
H 1.762 0.410 1.703 -0.0059 -0.0755 0.0435 0.443
H 1.964 -2.007 1.509 0.0759 0.0497 -0.1871 0.589
H 1.045 -1.430 -1.183 -0.0740 -0.0447 0.0683 0.324
H -2.528 -2.532 0.787 -0.0365 0.0331 -0.2361 0.362
H -3.005 -2.624 -0.940 0.0601 0.0771 0.1112 0.442
H -4.339 -0.876 -1.880 -0.0132 -0.0733 -0.0914 0.332
H -5.498 1.284 -1.651 -0.0521 0.0285 -0.0560 0.366
H -5.089 2.703 0.325 -0.0403 0.0701 0.0057 0.371
H -3.521 1.949 2.074 0.0113 0.0491 0.0719 0.381
H -2.373 -0.222 1.849 0.0637 -0.0486 0.0742 0.462
H 5.047 -2.674 0.008 -0.2940 0.1074 -0.1324 0.370
```
Forces are in eV/Å.

---

Molecular formula: C27H35F2N3O7S
Method: DFT, the ωB97M-V functional and the def2-TZVPD basis

orbital gap = 7.9 eV

```
75
Properties=species:S:1:pos:R:3:forces:R:3:mulliken_charge:R:1
C 1.244 -4.076 0.691 0.3148 0.0851 0.0163 -0.873
C 2.505 -3.261 0.417 -0.0732 0.0785 -0.0663 -0.578
O 2.263 -1.867 0.568 0.0900 0.0585 0.0133 -0.351
C 1.782 -1.289 -0.638 0.2487 -0.1272 0.2356 -1.370
C 1.267 0.093 -0.378 -0.0999 0.2946 0.2644 1.205
C 2.076 1.036 0.276 -0.0860 0.0893 0.0291 1.039
C 3.491 0.784 0.743 0.1305 -0.0360 -0.1914 -1.509
C 4.502 0.291 -0.305 -0.0489 0.3878 0.1974 -0.536
C 4.422 0.988 -1.662 0.3263 -0.6467 -0.7211 -0.840
C 4.990 0.088 -2.780 0.0867 0.0447 0.7247 -0.683
C 6.504 -0.146 -2.641 -0.2420 -0.5447 -0.4496 -0.568
N 6.826 -1.581 -2.489 -0.0016 0.1587 0.1668 -0.572
C 1.542 2.296 0.525 -0.1538 -0.4100 -0.2670 -1.529
C 0.260 2.623 0.124 0.2954 0.0585 0.1737 -1.114
C -0.541 1.722 -0.556 0.2587 0.3242 0.1287 -0.059
C -0.022 0.453 -0.794 -0.1963 -0.4216 -0.0951 0.539
S -0.975 -0.772 -1.671 -0.1268 0.1878 -0.0777 -0.393
C -2.604 -0.083 -1.613 0.2424 -0.1809 0.1179 1.106
C -3.663 -0.934 -1.930 -0.0453 0.3069 0.1366 -1.131
C -4.975 -0.479 -1.968 0.5868 0.0661 0.1270 0.552
C -6.094 -1.402 -2.331 -0.4668 0.2120 -0.0383 -0.907
N -6.932 -1.743 -1.165 0.2624 -0.0174 -0.2845 -0.628
C -5.204 0.858 -1.648 0.2263 -0.1678 -0.0627 -0.642
C -4.154 1.696 -1.302 -0.3735 -0.2424 -0.1030 -0.449
C -2.832 1.248 -1.292 -0.5837 0.2954 -0.0771 -0.304
N -1.824 2.182 -0.964 0.2378 -0.5624 -0.1536 0.091
H 1.179 -4.923 0.018 -0.1271 -0.1623 -0.0950 0.321
H 0.383 -3.428 0.549 -0.2058 -0.0520 -0.0965 0.193
H 1.236 -4.454 1.708 -0.0760 -0.0044 0.1916 0.256
H 2.876 -3.463 -0.589 0.0704 0.0553 -0.1732 0.374
H 3.311 -3.516 1.099 0.0331 -0.0054 0.1564 0.488
H 1.015 -1.940 -1.051 -0.1437 0.0168 -0.1344 0.703
H 2.597 -1.235 -1.364 0.0796 -0.1088 -0.1601 0.063
H 3.866 1.724 1.139 -0.0318 0.1868 0.0863 0.501
H 3.484 0.082 1.572 -0.0172 -0.1507 0.1139 0.312
H 5.489 0.486 0.110 0.1586 -0.1255 0.1321 0.538
H 4.442 -0.787 -0.408 -0.1259 -0.2207 -0.1540 0.370
H 3.400 1.236 -1.936 -0.1624 0.1698 0.1624 0.333
H 5.020 1.898 -1.657 -0.1922 0.3404 0.1304 0.474
H 4.742 0.481 -3.761 -0.0423 0.0970 -0.1237 0.562
H 4.531 -0.892 -2.672 -0.1929 -0.1568 -0.2135 0.210
H 6.992 0.242 -3.535 0.2353 0.2951 0.1010 0.300
H 6.878 0.377 -1.768 0.1434 0.1821 0.0620 0.349
H 7.587 -1.706 -1.837 0.0641 -0.0300 0.0107 0.196
H 7.133 -1.973 -3.368 -0.0411 -0.0696 -0.0515 0.215
H 2.145 3.023 1.045 0.0311 0.1865 0.0391 0.387
H -0.101 3.611 0.339 -0.2673 0.2461 -0.0195 0.730
H -3.444 -1.967 -2.159 0.0030 -0.1352 -0.0293 0.294
H -5.684 -2.304 -2.773 0.0394 -0.2645 0.0793 0.390
H -6.698 -0.928 -3.113 0.0446 0.0932 -0.1230 0.327
H -7.170 -0.887 -0.680 -0.0267 0.0183 0.1046 0.262
H -7.802 -2.125 -1.514 -0.0953 -0.1069 0.1505 0.246
H -6.218 1.230 -1.675 -0.0829 0.1798 0.0248 0.404
H -4.383 2.720 -1.046 0.1795 0.1355 0.0611 0.413
H -1.758 2.935 -1.633 -0.0621 0.1144 0.0607 0.281
O 0.259 6.101 1.594 -0.0039 -0.0531 0.0279 -0.500
C -0.919 6.076 1.499 0.0776 -0.1105 0.0261 0.700
O -1.597 5.654 0.401 -0.1385 0.0919 0.0913 -0.300
C -2.991 5.617 0.725 -0.0651 -0.1234 -0.2499 -0.342
C -3.072 6.587 1.881 0.0408 -0.1335 0.1841 0.299
F -4.017 6.231 2.783 0.0709 -0.0099 0.0009 -0.290
O -1.791 6.469 2.471 -0.0376 0.2029 -0.2300 -0.315
H -3.266 4.606 1.029 -0.0197 0.0312 0.1218 0.194
H -3.591 5.914 -0.132 0.1617 0.0524 -0.0691 0.286
H -3.238 7.626 1.589 -0.0906 0.0091 0.0803 0.287
O -0.247 -6.264 5.583 -0.0276 -0.0432 -0.0230 -0.505
C -0.778 -5.418 4.951 0.0155 -0.0690 -0.0481 0.624
O -0.169 -4.651 4.012 -0.1176 0.0487 -0.0058 -0.293
C -1.168 -3.858 3.362 0.1673 0.1424 -0.1239 -0.391
C -2.268 -3.829 4.398 -0.1250 -0.1924 -0.0507 0.336
F -3.501 -3.797 3.838 0.0374 -0.0557 0.0286 -0.278
O -2.090 -5.063 5.070 0.1561 0.2294 0.0902 -0.317
H -1.494 -4.358 2.449 -0.1333 -0.0123 0.0427 0.262
H -0.778 -2.874 3.115 0.1492 -0.0551 0.0920 0.274
H -2.187 -3.014 5.119 -0.1153 0.0349 -0.0224 0.282
```
Forces are in eV/Å.